{
  "formula": "C41H113AlF2N11O15S2",
  "method": "ωB97M-V/def2-TZVPD",
  "homo_lumo_gap_ev": 1.623,
  "charge": 1,
  "e_homo_ev": -10.0,
  "spin_multiplicity": 1,
  "de_lowest_kj_mol": 473.8,
  "fmax_ev_per_a": 9.66,
  "elements": ["C", "H", "H", "C", "O", "C", "F", "H", "N", "O", "N", "H", "O", "H", "H", "H", "H", "H", "C", "N", "C", "H", "H", "H", "H", "O", "H", "C", "H", "H", "H", "N", "C", "H", "H", "H", "N", "N", "H", "H", "C", "H", "S", "C", "H", "H", "H", "H", "H", "H", "H", "C", "H", "H", "H", "H", "H", "H", "H", "H", "C", "O", "H", "H", "C", "H", "H", "H", "O", "O", "C", "H", "H", "H", "C", "O", "H", "H", "H", "H", "C", "H", "C", "Al", "C", "H", "H", "H", "H", "H", "H", "H", "H", "H", "H", "C", "H", "O", "H", "H", "H", "C", "C", "H", "H", "H", "H", "O", "H", "H", "H", "H", "H", "H", "H", "H", "N", "N", "O", "H", "H", "S", "H", "H", "H", "H", "C", "H", "H", "C", "H", "O", "H", "H", "C", "C", "H", "C", "H", "H", "C", "H", "H", "H", "O", "C", "H", "H", "O", "N", "H", "H", "N", "H", "H", "H", "H", "C", "C", "H", "H", "C", "N", "H", "C", "H", "C", "C", "C", "O", "C", "H", "C", "H", "C", "F", "H", "C", "C", "C", "H", "H", "H", "H", "C"],
  "positions_angstrom": [[6.23841, 3.71959, 6.13539], [3.40297, -5.44438, 1.79395], [2.24374, 4.87868, -5.60571], [3.86845, -4.60641, 1.27508], [-0.31607, 1.57049, -1.04302], [-3.36429, 5.78794, 2.33114], [2.37860, -0.43782, 1.69560], [-4.26349, -0.78475, -1.60994], [5.46741, -4.22423, -0.53923], [2.92534, -3.73496, 0.81877], [3.66305, 3.47559, -1.27409], [-1.48692, 2.95626, 2.76038], [-2.17397, -4.41611, 1.70717], [-2.05637, 4.62594, -0.19218], [-1.20213, 3.91123, -7.15310], [6.54597, 1.62749, 1.60539], [0.29988, 4.39844, -1.59023], [1.35150, -2.75185, 5.73769], [-1.90717, -1.90749, 5.95611], [0.53610, -2.33232, -3.87753], [4.83522, 1.94053, 2.96529], [4.88777, -7.12699, 0.98356], [-2.32836, -2.33535, 5.04637], [-6.57708, -0.11808, 4.75988], [3.82906, -4.94096, -6.20399], [1.83589, 1.69371, 0.77049], [-1.41232, -7.50793, 2.64973], [-3.44415, 1.06158, 2.03461], [4.25398, 2.47675, 2.21512], [-2.18261, -7.11672, 1.15844], [-4.31887, -0.21634, 4.36257], [7.11045, 2.18906, 2.22676], [1.91095, -3.46431, 1.79677], [4.43578, -3.33614, -6.24784], [-4.30781, -3.78527, -2.07492], [-2.95722, -8.38116, 2.16585], [-4.75371, 2.85556, 3.06580], [-2.05894, 3.70724, 3.11943], [-3.31928, 6.07225, 3.38244], [7.84631, 1.54218, 2.47199], [5.53382, -6.36308, 0.55092], [-2.74125, 8.85570, 1.80232], [-0.08744, 0.11728, -0.88335], [-1.15664, 2.98927, -4.44740], [-1.42326, 4.04524, -4.40353], [4.20678, 1.80959, 3.84621], [-5.62589, -1.50107, -2.50895], [7.88698, 2.22923, 4.95742], [4.52374, -4.04607, 1.94195], [-1.57771, 2.39866, -7.79998], [-3.33127, 1.19877, 4.97095], [-2.45583, 7.92135, 1.31897], [-1.42198, 0.47159, -6.53557], [-5.43568, 0.93459, 2.68403], [2.76995, -0.08570, -5.39620], [6.22690, -6.03826, 1.32695], [3.97201, 4.34001, -0.85288], [3.86500, 4.30397, -6.24907], [6.08002, -6.67631, -0.33883], [2.13510, -2.54365, 2.33553], [4.67082, -5.19136, 0.15839], [-1.28987, -0.68017, -0.60503], [-1.46672, 3.23544, 0.72599], [-3.06125, -0.79303, 8.08800], [-0.82171, -3.22059, -5.58862], [2.91506, 1.52517, -4.72240], [-4.03712, -5.87307, 1.14085], [1.73462, 4.53484, -3.67961], [0.10991, 0.25356, 1.85074], [-5.23654, 1.40978, 5.41221], [1.27388, 4.36532, -1.10204], [-3.59404, 0.01828, 1.75683], [3.28944, 3.01581, -0.45610], [-4.23811, 5.14307, 2.23790], [-2.11869, 4.79016, 2.10950], [3.21720, 0.12373, -3.36043], [0.94620, -3.40387, 1.29308], [0.05350, -1.41958, 6.80550], [-1.47645, 2.50005, -3.52737], [1.93912, 2.74303, -8.48363], [-4.84102, 1.28277, -2.68862], [1.23545, -0.84445, 4.74244], [-6.56282, 0.93645, 5.03532], [2.85682, -2.58040, -1.85111], [3.32290, 4.82712, -5.46133], [2.96673, 5.71430, -3.14512], [-2.45542, -0.50431, -3.76756], [-1.47842, 7.67838, 1.73580], [-2.62082, 0.87628, 7.52813], [-4.92294, 2.23660, -3.20979], [-1.82805, -4.96668, 3.58938], [-3.99588, -2.38444, -4.28243], [6.92989, 3.67540, 6.97682], [-2.72010, -4.05630, -2.81519], [1.15329, 3.73384, -0.22181], [-1.02006, 2.85063, -6.97970], [6.73540, 0.93679, 4.59416], [3.58790, 4.13717, -4.22406], [4.01269, -5.62487, -0.59463], [6.30361, -4.57546, -0.98363], [-2.48138, 0.92902, 2.52816], [2.71939, 4.65600, -3.22834], [-1.49484, 2.16839, -5.70064], [0.82571, 3.96037, -8.79376], [-3.91451, 1.43777, -2.13577], [1.47464, 0.54413, -4.37585], [-1.16347, 5.31441, 2.08135], [-2.36942, -0.59531, 6.17794], [-1.06184, -2.74611, 1.05365], [-3.31752, 1.61563, 1.10452], [-5.53417, 3.02481, 2.44747], [-3.12747, 3.60594, 0.67419], [3.68164, 5.85486, -5.51760], [5.30401, 4.13102, 6.51710], [5.93827, -3.69730, 0.18240], [-0.03398, 0.72196, -5.79489], [-1.03257, 0.79060, -5.65995], [-2.44150, -1.41086, -3.32248], [6.10380, 2.35144, 5.86309], [-3.51592, -6.88847, 3.65981], [-2.16957, 8.24739, 0.31904], [1.21637, 0.36052, 0.87375], [-3.33189, -4.26897, 3.43569], [-2.95289, 3.23845, 3.08495], [1.44711, 5.37159, -0.72058], [-0.06874, 3.01510, -4.38487], [-4.52800, 1.42270, 3.03896], [-7.28582, 1.12849, 5.82810], [0.33942, 2.27491, -9.17170], [-4.24704, 0.86456, 4.48333], [-6.91402, 1.58892, 4.23592], [2.96732, -3.72483, -4.74479], [0.35468, -4.42911, -4.09277], [-2.24531, -1.18918, -2.35684], [-1.80654, -3.06407, 1.78332], [2.45025, 3.79935, -2.01906], [-2.58172, 2.08755, -5.68427], [6.85729, 2.01734, 4.66944], [-2.80335, -3.14854, -1.44044], [1.64629, -2.82041, -6.27600], [-2.39184, -7.44930, 2.17515], [-0.41025, -2.09979, -3.61211], [-5.11152, 2.90922, 4.00877], [0.27315, -3.50291, 6.65451], [-3.52322, 7.06422, 1.55502], [2.55552, 0.51750, -4.51399], [-1.62645, -2.73951, 2.80817], [-1.75215, -3.12947, -5.02820], [-4.84883, 0.02897, -3.47517], [-4.47678, -6.39067, 1.88843], [-0.86263, -2.23172, -6.04533], [6.20147, 3.66505, 3.30121], [1.30606, -0.57649, -0.52921], [4.76519, -4.42982, -4.78783], [1.64534, -4.54011, -6.10578], [1.89815, -4.16806, 2.62904], [-0.30849, -0.05567, 4.69662], [1.75252, -3.61572, -5.53823], [6.25879, 2.57673, 3.32044], [-2.73018, -2.51469, 1.60116], [-2.08562, -2.61112, 6.76922], [-3.26250, -6.39080, 2.72376], [0.38690, -3.05050, 5.75870], [0.63481, -1.58708, -4.55205], [-3.36906, -3.30924, -2.35818], [-1.39434, -0.25548, 8.01675], [-3.69967, -2.10412, -3.27160], [0.86386, 2.92098, -8.46769], [0.47800, -3.51561, -4.67449], [0.38249, 2.63678, -7.16383], [0.16321, -1.03818, 4.71326], [6.64201, 4.24645, 5.27073], [-4.63177, -1.06291, -2.59741], [-4.58558, -7.37979, 1.71548], [4.06965, -4.09657, -5.55807], [0.02732, -0.18216, -2.43824], [2.21431, 2.79799, -2.37922], [-2.36093, -0.18224, 7.51830], [-2.68009, -4.96643, 2.90958], [-2.15067, 4.08385, 0.74875], [-0.00040, -1.50627, 3.74258], [-5.69454, 1.21386, -2.01417], [4.97828, 0.94432, 2.54672], [-0.93159, -3.94568, -6.39503], [-0.35845, -1.82537, 5.88153]],
  "atomic_forces_ev_per_a": [[0.52, -0.38, 1.20], [-0.02, -0.01, 0.29], [-0.08, -0.29, -0.42], [1.32, -0.82, 0.35], [1.27, -2.39, 1.94], [1.73, 0.17, 0.31], [-0.54, 0.17, -0.95], [0.23, 0.07, -0.05], [0.44, 2.21, 0.07], [-1.94, 1.01, -1.04], [-0.77, 0.87, 0.96], [0.86, 0.25, -0.07], [0.19, -1.10, -0.89], [0.30, 0.60, 0.24], [-0.30, 0.31, 0.84], [0.12, 0.20, -0.43], [0.11, -0.20, -0.35], [0.26, -0.28, -0.08], [2.12, -0.08, 0.28], [0.91, 0.31, 1.02], [0.61, 0.34, 1.18], [0.32, -0.41, -0.22], [-0.10, 0.29, -0.12], [0.11, 0.03, -0.05], [-0.21, -0.30, 0.14], [-1.27, -2.67, -0.52], [-0.09, -0.42, 0.33], [0.71, -1.99, 0.50], [0.26, 0.39, 0.08], [0.19, -0.56, -0.46], [0.16, -0.15, 0.60], [0.79, -0.47, -1.14], [0.00, 0.71, 0.56], [0.09, 0.47, 0.46], [0.06, -0.33, 0.09], [0.48, -0.14, 0.05], [-0.66, -0.43, 0.60], [-0.15, 0.88, 0.04], [0.05, 0.11, 0.11], [0.35, 0.18, 0.46], [-0.21, 0.24, 0.99], [0.15, 0.30, 0.15], [-6.73, 0.14, -6.93], [1.34, -0.63, 0.28], [-0.57, -0.17, -0.50], [-0.04, 0.21, 0.08], [-0.20, -0.34, 0.60], [0.36, 0.33, -0.97], [0.38, -0.25, 0.51], [0.05, -0.47, -0.42], [0.26, -0.26, -0.73], [0.98, 1.44, 1.22], [0.02, -0.95, -0.15], [-0.18, -0.24, 0.15], [0.69, -0.09, -0.22], [0.30, -0.18, 0.02], [0.85, 0.45, -0.13], [-0.34, -0.22, 0.02], [-0.05, -0.41, 0.26], [-0.09, 0.29, -0.45], [0.14, -1.53, -1.41], [2.04, 1.00, 0.84], [0.39, 0.22, -0.03], [-0.25, 0.19, 0.20], [0.58, -1.02, -0.23], [0.38, 1.25, 0.05], [-0.99, -0.41, -1.41], [-0.54, 0.95, -0.29], [1.49, -0.29, -3.18], [-0.70, -1.66, -0.97], [0.64, -0.29, -0.38], [-0.31, -0.21, -0.40], [0.31, -0.94, 0.32], [-0.23, 0.65, -0.57], [0.14, 0.38, -1.40], [-0.61, 0.34, -1.40], [0.14, -0.04, 0.18], [-0.78, 1.00, 0.21], [-0.22, -0.06, -0.06], [-0.06, -0.55, 0.14], [-0.27, -0.79, -0.04], [0.15, -0.10, 0.38], [0.41, 1.24, 0.37], [-0.42, 0.72, -0.38], [0.35, -0.44, 0.37], [-0.17, 0.12, 0.84], [-0.22, 0.12, -0.65], [-0.11, -0.65, 0.49], [-0.31, -0.15, 0.05], [-0.36, -0.60, -1.05], [0.28, -0.64, 0.35], [-0.42, -0.09, 0.18], [0.39, 1.13, 0.06], [-0.30, -0.01, -0.71], [0.10, -0.16, -0.19], [0.30, 0.01, -1.19], [0.24, -0.17, -0.03], [0.33, -0.05, -0.42], [-0.69, 0.15, 0.02], [-0.31, -0.80, -0.67], [0.36, 0.69, 0.00], [-1.34, -0.34, -1.16], [-0.28, 1.80, 1.04], [-0.75, 0.29, 0.26], [0.17, -0.63, 0.27], [-0.25, 0.59, 0.40], [-0.02, 0.44, 0.66], [-0.18, -0.52, -0.40], [0.01, -0.36, 0.19], [-0.36, 0.25, 0.39], [-0.10, 0.43, -0.10], [-0.28, -0.02, -0.08], [0.22, 0.20, 0.61], [-0.09, 0.10, -0.38], [-0.14, 0.85, 0.33], [0.24, 0.41, -0.08], [-0.38, -0.19, 0.06], [1.68, 0.47, -0.28], [-0.60, -0.83, -2.07], [-0.34, 1.20, 0.90], [-0.86, -0.81, -0.78], [4.74, 2.09, 6.67], [-0.88, -0.07, -0.44], [-0.66, 0.50, 0.43], [0.44, 0.14, -0.23], [0.36, -0.03, 0.16], [0.57, -0.50, -0.49], [0.43, -0.19, 0.41], [0.13, 0.07, -0.33], [-1.07, 1.51, -0.45], [-0.13, -0.38, -0.47], [-1.80, 1.07, -1.10], [-0.14, 0.14, 0.17], [0.57, -0.02, 0.25], [-1.86, 0.63, 0.61], [0.58, -0.21, 0.64], [-0.15, 0.13, -0.54], [-1.93, -0.37, 0.70], [-0.29, 1.04, 0.15], [0.99, 0.58, 0.07], [1.86, 0.55, -1.42], [-0.88, -0.01, 1.28], [-0.37, 1.21, 0.43], [0.23, -0.77, 0.10], [-0.27, -3.11, -0.27], [-0.02, -2.41, 1.93], [0.99, -0.26, 0.11], [0.25, -0.76, 0.52], [1.12, 2.29, 0.73], [0.71, 1.20, 1.20], [0.98, 0.21, -0.14], [-0.21, 0.02, 0.36], [-1.23, 2.50, 3.01], [0.67, 0.18, -0.63], [0.17, -0.17, -0.17], [-0.13, -0.71, -0.49], [-0.02, 0.12, -0.24], [-0.98, -1.21, 0.66], [-0.90, -0.91, 0.44], [-0.07, 0.55, -0.58], [-0.69, 0.08, 0.33], [-0.94, 0.09, 1.62], [-0.54, -1.86, 0.36], [0.74, 0.52, -0.09], [-1.14, -0.69, -0.23], [0.31, -0.16, -0.19], [1.20, 0.72, 1.61], [0.21, -0.22, 0.19], [-1.09, 0.50, -1.88], [0.08, 0.15, 0.37], [-0.55, 1.70, -0.49], [-0.13, 0.38, 0.33], [-1.69, -1.43, -1.17], [-0.49, 0.20, -1.00], [0.09, -0.74, 0.56], [0.62, -0.39, -0.95], [-0.93, 0.08, -0.35], [-0.06, 0.10, 0.35], [0.91, -0.38, 0.75], [-1.18, -0.64, -0.48], [-0.33, -0.24, 0.14], [0.11, 0.18, 0.28], [0.21, -0.17, 0.14], [-0.09, -0.15, 0.04], [0.87, 0.56, -0.76]]
}